Computed, not measured: 2 unconnected molecules or ions with the total composition C4H12 in a non-equilibrium geometry, with ωB97M-V/def2-TZVPD.

Structure (XYZ):
```
16
Properties=species:S:1:pos:R:3:lowdin_charge:R:1
C 1.049 -2.169 -0.435 -0.1611
C 1.535 -1.793 0.996 -0.1570
H 0.135 -1.634 -0.687 0.0415
H 1.588 -2.137 -1.386 0.0610
H 0.774 -3.214 -0.287 0.0518
H 2.517 -1.284 0.941 0.0619
H 0.863 -1.138 1.533 0.0496
H 1.753 -2.692 1.567 0.0533
C -0.734 2.515 -0.434 -0.1661
C -1.828 1.506 -0.134 -0.1859
H -0.189 2.813 0.466 0.0646
H 0.056 2.101 -1.053 0.0569
H -1.192 3.325 -0.988 0.0580
H -2.872 1.824 -0.039 0.0623
H -1.892 0.601 -0.744 0.0524
H -1.581 1.015 0.822 0.0568
```

The calculation puts the energy above the lowest of the compared OMol25 structures with the same formula, charge and spin at 16.73 kcal per mole. The charge is 0. For the HOMO-LUMO gap, the calculation gives 12.535 eV. As for the SMILES: CC.CC. The value obtained for the lowest unoccupied orbital energy is 1.08 eV.

***

Computed, not measured: 2 unconnected molecules or ions with the total composition C4H12 in a non-equilibrium geometry, with ωB97M-V/def2-TZVPD.

Structure (XYZ):
```
16
Properties=species:S:1:pos:R:3:lowdin_charge:R:1
C -0.694 -1.090 -0.923 -0.2028
C -1.625 -1.522 -2.025 -0.1820
H 0.328 -1.329 -1.119 0.0539
H -0.838 -0.009 -0.788 0.0632
H -1.021 -1.545 0.037 0.0759
H -1.358 -1.052 -2.948 0.0523
H -2.610 -1.189 -1.787 0.0488
H -1.683 -2.645 -2.153 0.0863
C 1.311 0.598 1.146 -0.1882
C 1.088 1.975 1.781 -0.1818
H 2.253 0.209 1.509 0.0525
H 0.486 -0.101 1.444 0.0653
H 1.326 0.750 0.018 0.0768
H 0.095 2.331 1.502 0.0575
H 1.823 2.685 1.421 0.0556
H 1.120 1.934 2.884 0.0666
```

The calculation puts the energy above the lowest of the compared OMol25 structures with the same formula, charge and spin at 5.43 kcal per mole. The charge is 0. For the HOMO-LUMO gap, the calculation gives 12.760 eV. As for the SMILES: CC.CC. The value obtained for the lowest unoccupied orbital energy is 1.10 eV.

***

Computed, not measured: 2 unconnected molecules or ions with the total composition C4H12 in a non-equilibrium geometry, with ωB97M-V/def2-TZVPD.

Structure (XYZ):
```
16
Properties=species:S:1:pos:R:3:lowdin_charge:R:1
C 1.407 -0.160 1.748 -0.1757
C 0.057 0.555 1.964 -0.1728
H 2.095 0.546 1.241 0.0667
H 1.737 -0.317 2.767 0.0504
H 1.433 -1.094 1.182 0.0561
H 0.050 1.232 2.827 0.0626
H -0.696 -0.212 2.187 0.0639
H -0.164 1.147 1.081 0.0462
C -0.286 -0.830 -1.642 -0.1553
C -1.164 0.405 -2.092 -0.1553
H -0.164 -1.548 -2.470 0.0587
H 0.620 -0.300 -1.400 0.0450
H -0.799 -1.441 -0.905 0.0563
H -1.702 0.237 -3.018 0.0509
H -0.538 1.295 -2.168 0.0579
H -1.888 0.487 -1.300 0.0444
```

The calculation puts the energy above the lowest of the compared OMol25 structures with the same formula, charge and spin at 13.97 kcal per mole. The charge is 0. For the HOMO-LUMO gap, the calculation gives 12.704 eV. As for the SMILES: CC.CC. The value obtained for the lowest unoccupied orbital energy is 1.16 eV.

***

Computed, not measured: 2 unconnected molecules or ions with the total composition C4H12 in a non-equilibrium geometry, with ωB97M-V/def2-TZVPD.

Structure (XYZ):
```
16
Properties=species:S:1:pos:R:3:lowdin_charge:R:1
C -1.063 -1.539 -2.226 -0.1726
C -0.524 -0.415 -1.360 -0.1792
H -0.300 -2.195 -2.644 0.0593
H -1.802 -2.200 -1.764 0.0605
H -1.648 -1.193 -3.085 0.0600
H 0.523 -0.510 -1.088 0.0657
H -1.074 -0.396 -0.419 0.0404
H -0.745 0.577 -1.753 0.0673
C 0.123 1.182 1.487 -0.1742
C 1.489 0.808 2.108 -0.1455
H -0.328 2.061 1.949 0.0612
H 0.174 1.473 0.438 0.0426
H -0.555 0.335 1.483 0.0456
H 1.466 -0.177 2.561 0.0587
H 2.200 0.729 1.283 0.0571
H 1.798 1.619 2.746 0.0531
```

The calculation puts the energy above the lowest of the compared OMol25 structures with the same formula, charge and spin at 10.67 kcal per mole. The charge is 0. For the HOMO-LUMO gap, the calculation gives 12.561 eV. As for the SMILES: CC.CC. The value obtained for the lowest unoccupied orbital energy is 1.13 eV.

***

Computed, not measured: 2 unconnected molecules or ions with the total composition C4H12 in a non-equilibrium geometry, with ωB97M-V/def2-TZVPD.

Structure (XYZ):
```
16
Properties=species:S:1:pos:R:3:lowdin_charge:R:1
C -2.047 -0.862 -0.237 -0.1834
C -2.559 0.385 0.462 -0.1667
H -2.587 -1.154 -1.151 0.0627
H -1.017 -0.683 -0.574 0.0483
H -2.027 -1.839 0.261 0.0618
H -2.048 0.559 1.402 0.0570
H -3.634 0.360 0.566 0.0570
H -2.248 1.256 -0.122 0.0640
C 2.538 0.176 -0.736 -0.1899
C 2.014 0.292 0.680 -0.1641
H 1.992 -0.549 -1.348 0.0567
H 2.463 1.108 -1.301 0.0610
H 3.565 -0.122 -0.934 0.0568
H 1.880 -0.679 1.156 0.0649
H 1.042 0.782 0.653 0.0508
H 2.674 0.968 1.224 0.0630
```

The calculation puts the energy above the lowest of the compared OMol25 structures with the same formula, charge and spin at 7.12 kcal per mole. The charge is 0. For the HOMO-LUMO gap, the calculation gives 12.716 eV. As for the SMILES: CC.CC. The value obtained for the lowest unoccupied orbital energy is 1.09 eV.

***

Computed, not measured: 2 unconnected molecules or ions with the total composition C4H12 in a non-equilibrium geometry, with ωB97M-V/def2-TZVPD.

Structure (XYZ):
```
16
Properties=species:S:1:pos:R:3:lowdin_charge:R:1
C 3.053 0.377 -0.036 -0.1447
C 2.261 -1.006 0.095 -0.1622
H 2.972 0.737 -1.001 0.0173
H 2.577 1.134 0.690 0.0876
H 4.023 0.162 0.384 0.0492
H 2.648 -2.024 0.086 0.0501
H 2.029 -0.933 1.132 0.0252
H 1.305 -0.922 -0.546 0.0787
C -2.398 0.461 0.596 -0.1704
C -2.778 0.138 -0.847 -0.1632
H -3.161 -0.038 1.293 0.0950
H -1.390 0.299 0.843 0.0338
H -2.542 1.501 0.709 0.0384
H -1.953 0.441 -1.438 0.0491
H -3.780 0.576 -1.028 0.0805
H -2.865 -0.902 -0.932 0.0357
```

The calculation puts the energy above the lowest of the compared OMol25 structures with the same formula, charge and spin at 26.65 kcal per mole. The charge is 0. For the HOMO-LUMO gap, the calculation gives 12.166 eV. As for the SMILES: CC.CC. The value obtained for the lowest unoccupied orbital energy is 1.03 eV.

***

Computed, not measured: 2 unconnected molecules or ions with the total composition C4H12 in a non-equilibrium geometry, with ωB97M-V/def2-TZVPD.

Structure (XYZ):
```
16
Properties=species:S:1:pos:R:3:lowdin_charge:R:1
C 2.659 0.776 -0.200 -0.1696
C 1.828 2.100 -0.220 -0.1751
H 3.400 0.625 0.602 0.0613
H 3.152 0.602 -1.172 0.0607
H 1.851 0.034 -0.078 0.0462
H 1.072 2.022 -1.019 0.0603
H 2.464 2.979 -0.420 0.0558
H 1.310 2.253 0.742 0.0600
C -2.538 -1.865 0.749 -0.1897
C -1.919 -0.970 -0.309 -0.1901
H -2.190 -1.469 1.718 0.0628
H -2.167 -2.897 0.637 0.0661
H -3.641 -1.886 0.753 0.0651
H -2.381 -1.241 -1.274 0.0633
H -0.836 -1.174 -0.368 0.0578
H -2.064 0.110 -0.140 0.0652
```

The calculation puts the energy above the lowest of the compared OMol25 structures with the same formula, charge and spin at 5.24 kcal per mole. The charge is 0. For the HOMO-LUMO gap, the calculation gives 12.821 eV. As for the SMILES: CC.CC. The value obtained for the lowest unoccupied orbital energy is 1.07 eV.

***

Computed, not measured: 2 unconnected molecules or ions with the total composition C4H12 in a non-equilibrium geometry, with ωB97M-V/def2-TZVPD.

Structure (XYZ):
```
16
Properties=species:S:1:pos:R:3:lowdin_charge:R:1
C -0.170 2.370 -1.409 -0.1633
C -0.555 0.869 -1.701 -0.1440
H 0.668 2.333 -0.740 0.0408
H -0.057 2.867 -2.371 0.0485
H -0.953 3.045 -0.917 0.0814
H -0.018 0.432 -0.831 0.0328
H -0.197 0.464 -2.632 0.0545
H -1.630 0.741 -1.660 0.0553
C 0.766 -1.862 0.901 -0.1573
C -0.052 -1.412 2.172 -0.1709
H 0.757 -1.174 0.056 0.0106
H 1.815 -1.802 1.296 0.0556
H 0.585 -3.052 0.596 0.1194
H -1.146 -1.559 2.079 0.0669
H -0.072 -0.386 2.191 0.0129
H 0.310 -1.697 3.149 0.0570
```

The calculation puts the energy above the lowest of the compared OMol25 structures with the same formula, charge and spin at 29.33 kcal per mole. The charge is 0. For the HOMO-LUMO gap, the calculation gives 12.474 eV. As for the SMILES: CC.CC. The value obtained for the lowest unoccupied orbital energy is 1.09 eV.